1.
15
Properties=species:S:1:pos:R:3:forces:R:3:nbo_charge:R:1 method="wB97M-V/def2-TZVPD" e_above_lowest_ev=2.882 orbital_gap_ev=10.43 charge=0 smiles="CC(=O)Nc1ncco1" e_lumo_ev=0.70 largest_force_ha_per_bohr=0.162 homo_ev=-9.7
C 1.831 1.005 0.620 -5.91 0.12 -3.03 -0.693
C 1.964 -0.342 -0.093 5.73 0.96 -0.18 0.659
O 3.100 -0.765 -0.482 -2.84 1.22 1.21 -0.631
N 0.918 -1.076 -0.343 -6.58 4.59 2.31 -0.595
C -0.508 -0.725 -0.118 5.74 2.05 -3.60 0.614
N -1.426 -1.271 0.457 -1.53 -2.90 3.42 -0.447
C -2.535 -0.489 0.289 1.75 0.03 -1.92 -0.140
C -2.187 0.457 -0.602 -4.57 3.74 0.77 0.085
O -0.891 0.365 -0.879 0.62 0.26 0.07 -0.421
H 0.955 0.965 1.459 2.61 0.44 -1.82 0.238
H 2.757 1.427 0.739 2.09 0.71 1.27 0.246
H 1.381 1.740 -0.347 0.91 -1.97 2.90 0.233
H 1.014 -1.932 -0.621 1.20 -6.15 -2.16 0.406
H -3.409 -0.792 0.717 -2.30 -0.26 0.92 0.218
H -2.965 1.433 -0.793 3.09 -2.84 -0.16 0.228

=====

2.
53
Properties=species:S:1:pos:R:3:forces:R:3:nbo_charge:R:1 method="wB97M-V/def2-TZVPD" e_above_lowest_ev=6.225 orbital_gap_ev=6.55 charge=0 smiles=N#CO[C@@H](C#N)[C@H](S)C#N.c1cc[nH]c1.c1cc[nH]c1.c1cc[nH]c1.c1cc[nH]c1 e_lumo_ev=-1.61 largest_force_ha_per_bohr=0.248 homo_ev=-8.2
N 1.577 2.806 1.822 -10.61 -2.64 -5.26 -0.330
C 0.424 2.489 1.271 6.17 -0.22 3.60 0.508
O -0.811 1.776 0.811 3.84 1.27 0.96 -0.466
C -0.421 0.421 0.384 1.52 -2.19 0.62 0.021
C -1.603 -0.715 0.551 -7.62 -4.60 1.19 0.220
N -2.625 -1.531 0.708 9.94 7.82 -1.51 -0.236
C 0.193 0.461 -1.136 1.66 0.20 -1.19 -0.417
S -0.907 -0.466 -2.356 0.50 -0.39 -0.44 -0.044
C 1.713 -0.205 -1.237 7.42 -3.53 3.61 0.233
N 2.871 -0.770 -0.965 -10.98 5.34 -2.80 -0.271
H 0.461 0.086 1.097 -1.95 0.41 -1.44 0.280
H 0.189 1.598 -1.498 0.43 -2.58 0.98 0.298
H -0.116 -1.123 -3.343 -0.29 1.14 1.61 0.204
C -6.176 -1.287 -4.344 0.25 0.35 -0.12 -0.307
C -6.234 -2.344 -3.404 0.14 -0.23 0.33 -0.307
C -5.093 -2.274 -2.636 -0.05 -0.07 -0.03 -0.069
N -4.347 -1.215 -3.082 -0.12 -0.01 -0.03 -0.509
C -5.001 -0.603 -4.120 0.05 0.04 -0.06 -0.092
H -6.911 -1.049 -5.101 0.06 -0.09 0.12 0.208
H -7.023 -3.077 -3.299 0.15 0.13 0.00 0.225
H -4.749 -2.886 -1.813 -0.08 0.10 -0.14 0.219
H -3.453 -0.928 -2.704 -0.38 -0.09 -0.08 0.416
H -4.576 0.262 -4.609 -0.06 -0.13 0.05 0.215
C -4.428 1.537 -8.747 0.10 -0.36 0.13 -0.298
C -5.214 2.698 -8.556 -0.28 0.21 0.21 -0.311
C -6.066 2.449 -7.504 -0.03 0.07 -0.06 -0.078
N -5.825 1.176 -7.056 0.04 0.05 0.01 -0.512
C -4.824 0.614 -7.805 0.06 -0.07 -0.07 -0.085
H -3.655 1.390 -9.491 -0.13 0.01 0.13 0.220
H -5.163 3.618 -9.125 -0.02 -0.15 0.11 0.222
H -6.822 3.067 -7.037 0.14 -0.09 -0.11 0.211
H -6.309 0.723 -6.292 0.19 0.17 -0.29 0.416
H -4.481 -0.392 -7.604 -0.06 0.16 -0.05 0.215
C 2.023 0.570 5.720 -0.02 0.28 -0.26 -0.296
C 2.606 -0.679 6.044 0.26 -0.30 -0.07 -0.306
C 3.432 -1.029 5.000 0.02 -0.14 0.11 -0.093
N 3.365 -0.038 4.055 0.08 0.05 -0.03 -0.516
C 2.512 0.944 4.489 -0.14 0.12 0.02 -0.090
H 1.324 1.136 6.321 0.13 -0.08 -0.11 0.224
H 2.441 -1.259 6.942 0.05 0.09 -0.16 0.226
H 4.059 -1.897 4.848 -0.14 0.11 0.03 0.214
H 3.866 -0.032 3.177 -0.18 0.00 0.31 0.417
H 2.326 1.821 3.884 0.04 -0.16 0.17 0.223
C 8.862 -0.437 7.174 0.06 0.36 -0.16 -0.311
C 8.049 -1.581 7.359 -0.33 -0.19 -0.07 -0.298
C 6.844 -1.333 6.740 -0.01 -0.06 0.04 -0.081
N 6.900 -0.078 6.191 0.05 -0.04 -0.04 -0.508
C 8.129 0.474 6.446 0.05 0.02 0.04 -0.079
H 9.873 -0.294 7.531 -0.17 -0.01 -0.07 0.221
H 8.314 -2.488 7.888 -0.06 0.15 -0.10 0.219
H 5.954 -1.940 6.644 0.17 0.12 0.06 0.209
H 6.153 0.370 5.678 0.20 -0.19 0.23 0.417
H 8.375 1.465 6.090 -0.02 -0.17 0.09 0.209

=====

3.
27
Properties=species:S:1:pos:R:3:forces:R:3:nbo_charge:R:1 method="wB97M-V/def2-TZVPD" e_above_lowest_ev=1.320 orbital_gap_ev=9.67 charge=0 smiles=Cc1ccc(O)cc1.CCC e_lumo_ev=0.92 largest_force_ha_per_bohr=0.032 homo_ev=-8.8
C -2.863 0.022 -1.037 -0.62 -0.10 0.21 -0.628
C -1.592 0.801 -1.089 0.40 0.23 -0.30 -0.038
C -1.339 1.781 -0.148 0.49 -0.11 1.02 -0.193
C -0.084 2.378 -0.005 0.09 0.42 -0.48 -0.258
C 0.921 2.008 -0.869 0.22 -0.67 -0.63 0.270
O 2.175 2.609 -0.891 -0.17 -0.16 0.48 -0.704
C 0.679 1.036 -1.853 0.10 1.17 -0.69 -0.255
C -0.592 0.551 -2.051 -0.83 -0.33 0.48 -0.195
H -3.163 -0.391 -1.995 -0.03 0.12 -0.23 0.216
H -3.678 0.619 -0.623 -0.03 0.08 -0.23 0.217
H -2.800 -0.836 -0.360 0.34 0.02 -0.02 0.220
H -2.080 2.043 0.599 -0.23 -0.07 -0.15 0.208
H 0.112 3.182 0.701 -0.18 -0.20 0.02 0.223
H 2.705 2.217 -0.186 0.02 0.14 -0.02 0.481
H 1.465 0.872 -2.585 -0.07 -0.11 0.12 0.225
H -0.895 0.022 -2.957 0.46 -0.32 0.35 0.214
C 1.427 -0.459 1.442 -1.16 -1.18 -0.19 -0.622
C 0.411 -1.637 1.348 -0.38 0.13 0.62 -0.396
C 1.072 -3.014 1.361 0.25 0.01 -0.31 -0.610
H 0.989 0.259 2.138 0.54 0.36 -0.34 0.213
H 1.473 -0.121 0.412 0.39 0.66 0.19 0.214
H 2.409 -0.811 1.749 0.01 0.13 0.27 0.201
H -0.289 -1.615 2.189 0.23 0.09 0.27 0.188
H -0.282 -1.422 0.536 0.33 -0.36 -0.55 0.199
H 2.062 -2.992 0.897 -0.07 0.07 -0.11 0.198
H 1.234 -3.276 2.404 0.08 -0.27 0.09 0.204
H 0.524 -3.826 0.874 -0.17 0.25 0.15 0.210